Entry 1:
Here is a cluster of 6 separate species, C35H73Cl3N9O8P2S in total from the OMol25 dataset. Energies are from ωB97M-V/def2-TZVPD.

ORCA input file:
```
! wB97M-V def2-TZVPD RIJCOSX def2/J DEFGRID3
* xyz 1 1
C -4.748 0.228 2.118
C -3.402 0.178 2.898
C -2.586 1.444 2.565
C -1.192 1.515 3.221
C 0.065 0.978 2.517
P 1.511 1.816 3.491
O 2.715 0.690 3.484
Cl 0.969 1.807 5.474
C 0.103 -0.578 2.722
C 0.223 -1.338 1.328
C -0.769 -2.549 1.473
C -0.677 -3.633 0.374
C -0.571 -3.281 2.825
C -1.364 -4.612 2.912
P 1.884 -2.142 0.887
C 2.872 -2.225 2.462
O 2.764 -0.997 0.026
C -0.344 -0.142 0.491
C -0.686 -0.148 -1.016
Cl 0.338 -1.165 -2.054
C -2.212 -0.379 -1.286
C -2.652 0.618 -2.368
Cl -2.651 -1.989 -1.915
N 0.240 1.146 1.024
N -0.531 2.285 0.633
C 1.684 1.449 0.701
C 2.048 1.522 -0.771
S 1.804 3.217 -1.452
C 2.037 2.809 -3.141
N 2.997 3.143 -3.929
N 2.721 2.553 -5.145
C 1.628 1.902 -4.999
O 1.118 2.019 -3.746
H -4.783 -0.599 1.406
H -5.600 0.093 2.778
H -4.810 1.140 1.530
H -2.881 -0.718 2.558
H -3.595 0.107 3.967
H -2.596 1.553 1.485
H -3.171 2.280 2.951
H -1.264 0.964 4.156
H -1.016 2.553 3.528
H 2.854 0.316 4.365
H 0.688 -0.951 3.552
H -0.938 -0.777 2.967
H -1.799 -2.178 1.460
H -1.647 -4.102 0.264
H -0.410 -3.243 -0.605
H 0.072 -4.379 0.619
H 0.480 -3.527 2.982
H -0.952 -2.682 3.650
H -0.790 -5.412 2.455
H -1.487 -4.861 3.964
H -2.329 -4.525 2.422
H 3.613 -1.430 2.498
H 3.406 -3.172 2.402
H 2.244 -2.226 3.347
H 3.538 -1.461 -0.314
H -1.351 -0.098 0.918
H -0.529 0.862 -1.383
H -2.803 -0.156 -0.401
H -3.736 0.684 -2.337
H -2.290 1.620 -2.132
H -2.299 0.323 -3.353
H -0.547 2.429 -0.366
H -0.275 3.099 1.172
H 2.366 0.755 1.181
H 1.911 2.426 1.129
H 1.557 0.821 -1.431
H 3.111 1.314 -0.841
H 1.085 1.289 -5.694
C 3.955 4.004 2.891
O 3.087 4.599 3.507
N 4.781 4.552 1.990
C 5.799 3.778 1.291
C 4.654 5.971 1.706
H 4.138 2.924 3.032
H 6.785 4.181 1.500
H 5.609 3.818 0.214
H 5.771 2.741 1.620
H 4.811 6.552 2.615
H 3.654 6.194 1.332
H 5.392 6.257 0.961
C 9.730 3.239 2.276
O 8.528 3.440 2.184
N 10.489 3.636 3.308
C 11.914 3.371 3.365
C 9.856 4.355 4.402
H 10.297 2.705 1.498
H 12.151 2.771 4.244
H 12.469 4.309 3.417
H 12.227 2.829 2.475
H 9.077 3.741 4.854
H 9.395 5.271 4.032
H 10.603 4.603 5.151
C -3.781 -1.980 -6.909
O -3.790 -1.709 -8.091
N -4.370 -3.063 -6.361
C -4.316 -3.321 -4.937
C -5.073 -3.989 -7.234
H -3.275 -1.343 -6.161
H -3.826 -4.277 -4.750
H -5.325 -3.349 -4.520
H -3.752 -2.534 -4.442
H -4.390 -4.395 -7.980
H -5.878 -3.474 -7.758
H -5.487 -4.801 -6.641
C -2.828 -7.019 -0.793
O -2.315 -6.041 -0.277
N -2.942 -7.203 -2.118
C -3.562 -8.384 -2.688
C -2.419 -6.175 -3.000
H -3.247 -7.848 -0.200
H -2.848 -8.920 -3.316
H -4.425 -8.102 -3.294
H -3.895 -9.048 -1.893
H -1.351 -6.037 -2.828
H -2.919 -5.226 -2.802
H -2.585 -6.467 -4.034
C -5.490 3.062 -0.373
O -4.283 2.879 -0.317
N -6.177 3.346 -1.488
C -7.615 3.550 -1.473
C -5.461 3.462 -2.749
H -6.127 3.012 0.525
H -8.104 2.821 -2.121
H -7.855 4.554 -1.826
H -7.996 3.433 -0.462
H -4.954 2.526 -2.982
H -4.709 4.248 -2.683
H -6.163 3.698 -3.543
*
```

**Relative energy (zero: lowest compared OMol25 entry of this formula, charge and spin)**: 0.0 kcal per mole
**Frontier orbital gap**: 9.070 eV
**E**: -4933.32630 hartree


Entry 2:
Here is a cluster of 5 separate species, C35H74F7N6 in total from the OMol25 dataset. Energies are from ωB97M-V/def2-TZVPD.

ORCA input file:
```
! wB97M-V def2-TZVPD RIJCOSX def2/J DEFGRID3
* xyz 1 1
F 4.316 3.508 6.279
C 5.462 3.247 5.460
F 5.025 3.330 4.121
F 5.782 1.876 5.689
C 6.693 4.203 5.823
F 6.765 4.404 7.239
F 7.882 3.466 5.501
C 6.772 5.566 4.984
F 7.097 5.228 3.625
F 7.887 6.335 5.438
N 5.505 6.350 4.915
C 5.303 7.351 6.033
C 3.846 7.040 6.684
C 2.613 7.512 5.766
C 1.927 6.349 4.901
N 1.609 5.110 5.659
C 1.371 4.859 7.063
C 1.070 3.328 7.246
C 1.142 2.735 5.799
C 1.463 3.914 4.857
H 5.554 6.905 4.027
H 4.638 5.782 4.847
H 5.330 8.451 5.677
H 6.050 7.255 6.896
H 3.853 5.931 6.957
H 3.772 7.644 7.667
H 1.848 8.093 6.411
H 3.005 8.295 5.006
H 2.579 6.101 3.990
H 0.920 6.743 4.485
H 1.441 5.686 7.837
H 0.871 2.827 8.253
H 0.962 1.630 5.553
H 1.560 3.802 3.719
C -2.791 -1.081 1.033
C -1.812 0.078 0.892
N -1.479 0.725 2.156
C -0.785 1.998 1.989
C 0.601 1.970 1.345
C -0.950 -0.140 3.205
C 0.315 -0.941 2.895
H -3.702 -0.770 1.551
H -3.078 -1.447 0.043
H -2.352 -1.923 1.575
H -2.286 0.813 0.233
H -0.915 -0.278 0.369
H -0.713 2.502 2.960
H -1.423 2.653 1.383
H 1.357 1.586 2.032
H 0.903 2.989 1.079
H 0.623 1.376 0.429
H -1.735 -0.847 3.493
H -0.780 0.451 4.113
H 0.277 -1.424 1.916
H 0.438 -1.732 3.641
H 1.210 -0.320 2.943
C 2.778 -5.255 -3.674
C 1.722 -5.129 -2.583
N 2.242 -4.620 -1.318
C 1.310 -4.774 -0.204
C -0.004 -3.998 -0.269
C 2.938 -3.338 -1.374
C 2.171 -2.138 -1.929
H 3.624 -5.861 -3.338
H 2.347 -5.742 -4.553
H 3.154 -4.280 -3.995
H 1.315 -6.132 -2.418
H 0.894 -4.514 -2.959
H 1.821 -4.526 0.733
H 1.067 -5.840 -0.114
H 0.145 -2.936 -0.068
H -0.689 -4.372 0.498
H -0.506 -4.107 -1.232
H 3.844 -3.468 -1.976
H 3.316 -3.086 -0.377
H 1.627 -2.375 -2.846
H 2.875 -1.334 -2.169
H 1.467 -1.734 -1.200
C -6.104 -0.882 -2.721
C -4.799 -0.120 -2.521
N -3.871 -0.237 -3.642
C -2.525 0.242 -3.334
C -2.357 1.727 -3.021
C -4.385 0.154 -4.951
C -4.921 1.577 -5.108
H -5.915 -1.935 -2.951
H -6.701 -0.842 -1.806
H -6.710 -0.453 -3.523
H -4.323 -0.533 -1.626
H -5.032 0.929 -2.294
H -1.849 -0.025 -4.155
H -2.153 -0.328 -2.472
H -2.427 2.340 -3.921
H -1.363 1.902 -2.596
H -3.088 2.085 -2.293
H -5.188 -0.540 -5.224
H -3.615 -0.018 -5.711
H -5.572 1.874 -4.282
H -5.513 1.645 -6.026
H -4.115 2.306 -5.197
C -2.841 -5.035 -7.906
C -2.933 -4.261 -6.596
N -3.509 -5.031 -5.499
C -3.864 -4.214 -4.342
C -2.731 -3.516 -3.594
C -2.859 -6.299 -5.189
C -1.374 -6.266 -4.831
H -3.814 -5.441 -8.194
H -2.505 -4.370 -8.707
H -2.124 -5.857 -7.845
H -3.569 -3.389 -6.785
H -1.938 -3.872 -6.343
H -4.435 -4.822 -3.631
H -4.570 -3.443 -4.677
H -2.154 -4.218 -2.990
H -3.148 -2.774 -2.906
H -2.051 -2.988 -4.266
H -2.985 -6.967 -6.049
H -3.405 -6.800 -4.382
H -0.792 -5.638 -5.509
H -0.960 -7.278 -4.894
H -1.211 -5.922 -3.810
*
```

**Frontier orbital gap**: 5.180 eV
**E**: -2405.06344 hartree


Entry 3:
Here is a cluster of 4 separate species, C35H74FIN7O9 in total from the OMol25 dataset. Energies are from ωB97M-V/def2-TZVPD.

ORCA input file:
```
! wB97M-V def2-TZVPD RIJCOSX def2/J DEFGRID3
* xyz 1 1
C -3.712 -1.467 3.136
C -3.958 -0.209 2.291
C -4.279 -0.434 0.819
C -3.148 -0.986 -0.028
F -3.586 -0.834 -1.323
C -2.921 -2.482 0.166
N -1.639 -2.876 0.760
O -0.900 -3.821 -0.011
C -0.057 -3.292 -0.849
N 0.827 -2.869 -1.500
C -0.873 -1.924 1.367
N 0.084 -2.356 2.156
C 1.009 -1.498 2.875
C 1.925 -0.660 1.973
O 1.742 0.524 1.865
I 3.507 -1.586 0.899
N -1.040 -0.617 1.220
C -1.866 -0.171 0.087
O -1.119 -0.349 -1.058
C -0.960 0.831 -1.861
C 0.306 1.567 -1.452
C 1.469 0.586 -1.477
C 0.608 2.715 -2.421
C 0.766 4.096 -1.789
C 1.534 4.076 -0.470
C 1.491 5.037 -2.769
H -4.123 -1.283 4.116
H -4.258 -2.315 2.757
H -2.665 -1.707 3.278
H -3.176 0.525 2.427
H -4.834 0.257 2.715
H -4.476 0.542 0.392
H -5.173 -1.022 0.666
H -3.008 -2.966 -0.793
H -3.717 -2.890 0.761
H 0.159 -3.350 2.290
H 0.507 -0.853 3.577
H 1.637 -2.150 3.463
H -1.225 -0.130 2.090
H -2.128 0.872 0.204
H -0.805 0.484 -2.875
H -1.841 1.465 -1.858
H 0.170 1.896 -0.425
H 2.338 1.093 -1.086
H 1.632 0.244 -2.490
H 1.300 -0.275 -0.847
H 1.539 2.489 -2.925
H -0.135 2.753 -3.208
H -0.224 4.508 -1.635
H 0.906 3.711 0.334
H 2.397 3.430 -0.545
H 1.816 5.088 -0.224
H 1.661 4.576 -3.733
H 0.961 5.967 -2.900
H 2.465 5.283 -2.374
C 10.809 2.027 -1.260
O 10.039 0.851 -1.081
C 9.469 0.719 0.214
C 7.962 0.859 0.159
N 7.566 2.227 -0.150
C 6.147 2.388 -0.453
C 5.591 1.688 -1.689
O 6.073 2.195 -2.916
C 7.304 1.649 -3.363
H 11.309 1.946 -2.223
H 10.183 2.926 -1.270
H 11.569 2.124 -0.481
H 9.906 1.434 0.916
H 9.711 -0.287 0.568
H 7.543 0.577 1.130
H 7.597 0.143 -0.591
H 8.101 2.552 -0.944
H 5.969 3.459 -0.576
H 5.567 2.070 0.421
H 4.511 1.874 -1.702
H 5.712 0.598 -1.646
H 7.428 0.610 -3.051
H 8.153 2.242 -3.014
H 7.304 1.686 -4.452
C -7.131 0.227 9.407
O -6.369 -0.792 10.028
C -6.996 -2.070 10.028
C -6.254 -3.034 9.129
N -6.409 -2.675 7.723
C -5.535 -3.409 6.815
C -4.027 -3.217 6.954
O -3.570 -1.918 6.611
C -3.634 -0.959 7.658
H -6.628 1.174 9.597
H -7.198 0.082 8.323
H -8.139 0.279 9.827
H -8.049 -1.995 9.746
H -6.950 -2.448 11.052
H -6.648 -4.042 9.285
H -5.202 -3.028 9.442
H -6.224 -1.686 7.617
H -5.812 -3.112 5.799
H -5.760 -4.476 6.903
H -3.551 -3.894 6.239
H -3.655 -3.505 7.942
H -3.490 -1.414 8.639
H -4.580 -0.413 7.641
H -2.835 -0.234 7.493
C -0.794 -2.040 -5.015
O -0.024 -0.903 -5.362
C 0.972 -1.174 -6.348
C 0.636 -0.497 -7.658
N -0.521 -1.116 -8.292
C -1.050 -0.376 -9.437
C -1.620 1.017 -9.191
O -2.805 1.035 -8.416
C -2.620 1.042 -7.016
H -1.410 -1.774 -4.155
H -1.455 -2.340 -5.835
H -0.153 -2.881 -4.736
H 1.113 -2.250 -6.481
H 1.912 -0.758 -5.974
H 1.496 -0.577 -8.329
H 0.470 0.567 -7.444
H -1.258 -1.209 -7.607
H -1.848 -0.986 -9.866
H -0.266 -0.305 -10.197
H -1.900 1.425 -10.165
H -0.878 1.707 -8.771
H -1.703 1.564 -6.727
H -2.608 0.026 -6.608
H -3.469 1.563 -6.572
*
```

**Frontier orbital gap**: 6.033 eV
**E**: -2835.49063 hartree


Strongest force on any atom values (in eV Å⁻¹) by entry order: 3.6; 5.3; 3.6.
Lowest unoccupied orbital energy values (in eV) by entry order: -1.58; -3.72; -4.00.